{
  "formula": "C21H20N5S12V",
  "method": "ωB97M-V with the def2-TZVPD basis set",
  "charge": -1,
  "homo_lumo_gap_ev": [6.626, 6.897],
  "s_squared": 3.76,
  "multiplicity": 4,
  "e_above_lowest_kj_mol": 4.9,
  "symbols": ["V", "S", "C", "C", "C", "C", "C", "N", "H", "H", "H", "H", "N", "N", "C", "N", "S", "H", "H", "H", "H", "H", "C", "S", "C", "C", "S", "S", "C", "S", "S", "H", "H", "H", "C", "S", "C", "C", "S", "S", "C", "S", "S", "H", "H", "H", "N", "C", "C", "C", "C", "C", "C", "C", "H", "H", "H", "H", "H"],
  "xyz": [[-0.358, -0.350, 0.368], [-1.799, -1.927, 1.698], [-0.541, -1.498, 2.811], [-0.472, -1.911, 4.152], [0.571, -1.475, 4.935], [1.539, -0.622, 4.399], [1.416, -0.260, 3.076], [0.421, -0.699, 2.301], [-1.242, -2.564, 4.537], [0.638, -1.790, 5.969], [2.364, -0.254, 4.992], [2.136, 0.392, 2.596], [-1.605, -0.104, -1.489], [-1.184, -0.878, -2.601], [-0.419, -0.306, -3.555], [0.350, -1.189, -4.237], [-0.442, 1.329, -3.912], [-2.583, -0.313, -1.308], [-1.549, 0.879, -1.765], [-0.888, -1.799, -2.280], [0.648, -2.031, -3.762], [0.996, -0.780, -4.889], [-2.959, 3.522, -1.645], [-2.931, 4.578, -0.179], [-1.338, 4.249, 0.479], [-0.910, 3.096, 1.050], [-1.765, 1.598, 1.235], [0.673, 3.245, 1.800], [1.066, 4.855, 1.334], [2.519, 5.577, 1.657], [-0.213, 5.592, 0.459], [-3.133, 2.489, -1.351], [-2.025, 3.606, -2.197], [-3.779, 3.870, -2.273], [4.520, -2.541, -0.446], [3.692, -1.952, 1.051], [2.454, -3.187, 1.198], [1.375, -3.325, 0.396], [0.915, -2.277, -0.911], [0.380, -4.715, 0.751], [1.281, -5.355, 2.075], [0.859, -6.717, 2.905], [2.662, -4.395, 2.444], [5.340, -1.851, -0.651], [3.817, -2.531, -1.277], [4.922, -3.541, -0.295], [1.123, 0.822, -0.428], [1.928, 1.489, -0.899], [2.958, 2.339, -1.409], [2.611, 3.409, -2.231], [3.604, 4.267, -2.671], [4.922, 4.058, -2.293], [5.261, 2.988, -1.474], [4.279, 2.122, -1.025], [1.575, 3.555, -2.507], [3.344, 5.110, -3.297], [5.693, 4.739, -2.631], [6.289, 2.836, -1.175], [4.516, 1.292, -0.372]]
}

{
  "formula": "C21H20N8O4",
  "method": "ωB97M-V with the def2-TZVPD basis set",
  "charge": 0,
  "homo_lumo_gap_ev": 4.318,
  "smiles": "O=[N+]([O-])c1cc([N+](=O)[O-])c2nnnn2c1.Cc1ccc(C2N(C)c3ccccc3N2C)cc1",
  "symbols": ["O", "N", "O", "C", "C", "C", "N", "O", "O", "C", "N", "N", "N", "N", "C", "H", "H", "C", "C", "C", "C", "C", "C", "N", "C", "C", "C", "C", "C", "C", "C", "N", "C", "C", "C", "H", "H", "H", "H", "H", "H", "H", "H", "H", "H", "H", "H", "H", "H", "H", "H", "H", "H"],
  "xyz": [[3.067, -6.882, 1.119], [2.065, -6.831, 1.849], [1.057, -7.576, 1.682], [1.962, -5.901, 2.944], [2.998, -5.017, 3.331], [2.811, -4.158, 4.412], [3.920, -3.376, 4.958], [3.765, -2.624, 5.933], [5.027, -3.531, 4.384], [1.513, -4.107, 5.047], [0.951, -3.372, 6.027], [-0.333, -3.790, 6.137], [-0.609, -4.759, 5.295], [0.538, -4.989, 4.586], [0.727, -5.918, 3.590], [3.943, -5.012, 2.786], [-0.122, -6.509, 3.255], [1.691, -9.202, 10.582], [1.260, -9.187, 9.139], [0.736, -10.353, 8.566], [0.333, -10.382, 7.232], [0.448, -9.236, 6.438], [0.001, -9.274, 4.982], [-1.397, -9.629, 4.805], [-2.465, -8.930, 5.473], [-1.543, -10.701, 3.962], [-2.664, -11.496, 3.715], [-2.466, -12.685, 3.005], [-1.175, -13.099, 2.613], [-0.044, -12.333, 2.917], [-0.250, -11.115, 3.566], [0.657, -10.289, 4.176], [2.088, -10.379, 4.054], [0.968, -8.060, 7.002], [1.363, -8.042, 8.341], [2.089, -8.228, 10.878], [0.854, -9.448, 11.248], [2.467, -9.959, 10.758], [0.644, -11.252, 9.179], [-0.074, -11.305, 6.809], [0.197, -8.262, 4.532], [-3.415, -9.394, 5.193], [-2.356, -8.990, 6.562], [-2.481, -7.867, 5.193], [-3.640, -11.189, 4.086], [-3.322, -13.319, 2.757], [-1.061, -14.044, 2.074], [0.968, -12.660, 2.687], [2.333, -11.275, 3.479], [2.500, -9.499, 3.542], [2.556, -10.456, 5.042], [1.057, -7.165, 6.384], [1.766, -7.133, 8.794]]
}

{
  "formula": "C21H21BMoN9O5",
  "method": "ωB97M-V with the def2-TZVPD basis set",
  "charge": 2,
  "homo_lumo_gap_ev": [6.565, 4.844],
  "s_squared": 0.76,
  "multiplicity": 2,
  "e_above_lowest_kj_mol": 119.6,
  "symbols": ["Mo", "C", "C", "N", "N", "C", "B", "N", "C", "C", "C", "N", "N", "C", "C", "C", "N", "N", "C", "C", "C", "N", "H", "H", "H", "H", "H", "H", "H", "H", "H", "H", "H", "H", "O", "C", "C", "O", "C", "C", "O", "C", "O", "O", "C", "C", "C", "C", "N", "H", "H", "H", "H", "H", "H", "H", "H", "H"],
  "xyz": [[-0.518, 1.195, -0.004], [3.839, 2.288, 0.065], [2.491, 2.623, 0.040], [1.748, 1.509, 0.025], [2.603, 0.462, 0.038], [3.866, 0.909, 0.063], [1.846, -0.861, 0.023], [0.964, -0.774, 1.368], [1.035, -1.581, 2.435], [0.336, -1.017, 3.491], [-0.156, 0.180, 2.999], [0.251, 0.334, 1.735], [1.004, -0.763, -1.347], [1.119, -1.556, -2.420], [0.461, -0.980, -3.496], [-0.062, 0.205, -3.006], [0.300, 0.345, -1.726], [2.584, -2.144, 0.024], [3.897, -2.507, 0.005], [3.953, -3.872, -0.009], [2.606, -4.282, 0.021], [1.781, -3.254, 0.007], [4.680, 2.958, 0.081], [2.036, 3.594, 0.035], [4.704, 0.237, 0.080], [1.592, -2.501, 2.375], [0.224, -1.413, 4.485], [-0.771, 0.927, 3.476], [1.677, -2.475, -2.350], [0.390, -1.361, -4.499], [-0.665, 0.954, -3.494], [4.700, -1.792, -0.001], [4.835, -4.488, -0.025], [2.209, -5.285, 0.022], [-3.541, 6.743, 0.031], [-2.982, 5.741, 0.025], [-1.297, 5.456, 0.131], [-0.549, 6.344, 0.229], [-1.240, 4.004, 0.069], [-2.421, 3.353, -0.055], [-2.373, 2.046, -0.108], [-3.622, 4.160, -0.115], [-4.771, 3.993, -0.216], [-0.189, 3.248, 0.116], [-3.293, -1.040, -1.331], [-2.495, -1.236, -0.037], [-3.368, -1.020, 1.201], [-1.789, -2.592, -0.008], [-1.471, -0.206, -0.021], [-4.074, -1.801, -1.356], [-2.659, -1.176, -2.207], [-3.765, -0.060, -1.364], [-4.151, -1.779, 1.194], [-3.839, -0.038, 1.191], [-2.788, -1.140, 2.117], [-2.555, -3.367, -0.019], [-1.186, -2.713, 0.890], [-1.144, -2.729, -0.875]]
}